# C2H3BrO

A cluster of 2 separate species, C2H3BrO in total (ωB97M-V/def2-TZVPD, the OMol25 dataset).

For the strongest force on any atom, the calculation gives 4.1 eV/Å. As for the total energy: -2727.234065 hartree. The energy relative to the best compared isomer or geometry (same formula, charge and spin) comes out at 0.5941 eV.

Structure (XYZ):
```
7
Properties=species:S:1:pos:R:3:forces:R:3
C 1.4635 -2.1286 -1.4908 1.023 1.030 0.434
C -0.2534 1.0559 0.6676 -1.131 -1.115 -1.829
O 0.6978 -2.8738 -1.8004 -1.036 -1.022 -0.429
Br -2.1086 0.7004 0.2774 -0.086 0.220 -0.490
H 0.1354 0.1257 0.8733 1.063 -2.034 0.297
H -0.2709 1.5702 1.5183 0.000 2.273 3.409
H 0.3362 1.5502 -0.0455 0.168 0.647 -1.392
```
Forces are in eV/Å.

Atom charges from the Mulliken analysis, given in e for atoms 1 to 5: number 1, C, carries 0.105; number 2, C, carries -0.715; number 3, O, carries -0.105; number 4, Br, carries -0.132; number 5, H, carries 0.235